Entry 1:
The following is a DFT calculation (the ωB97M-V functional and the def2-TZVPD basis) of a 7-piece molecular cluster, C36H80IN3O15PS6 overall.

Computed properties:
M: 1145.32 g/mol
charge: +1
lowest unoccupied orbital energy: -0.096 Eh
highest occupied orbital energy: -9.78 eV
gap between HOMO and LUMO: 0.263 Eh

Geometry as XYZ:
```
142
Properties=species:S:1:pos:R:3:lowdin_charge:R:1
I 2.70 -0.23 5.15 0.8266
S -10.20 0.67 -2.35 0.8130
S 5.53 2.99 -4.59 0.8285
S -4.26 -4.79 -5.04 0.8192
S -2.81 7.10 1.77 0.8145
S 9.41 0.99 2.81 0.8156
S 0.46 -2.34 8.93 0.8047
P 1.95 -2.21 -0.73 1.0360
O -1.45 2.91 0.04 0.0227
O -5.00 3.05 1.01 -0.0208
O 5.13 2.28 -3.33 -0.5816
O 1.03 -2.49 7.55 -0.6134
O 9.98 0.84 1.43 -0.5586
O -3.57 3.02 -0.92 -0.0260
O -3.71 -5.47 -0.85 -0.0493
O 1.51 -2.33 -2.45 -0.3274
O -1.67 8.07 1.76 -0.5662
O 2.85 -2.07 2.59 -0.1239
O -3.13 -3.82 -5.05 -0.5608
O -2.15 -0.96 0.07 -0.0356
O 6.34 0.52 1.13 -0.2247
O -2.97 -3.48 -1.96 -0.0910
O -8.77 0.27 -2.54 -0.5782
N 0.92 -1.08 0.16 -0.2089
N -1.77 -3.19 0.83 0.0781
N -2.27 1.12 2.39 0.0075
C -3.86 -6.11 -6.21 -0.2598
C -1.62 -2.94 -2.34 -0.1916
C -2.75 -0.11 3.07 -0.2687
C 0.59 -0.67 2.66 -0.1077
C -4.15 7.81 0.78 -0.2740
C 2.08 -1.18 3.23 -0.6553
C -10.26 1.86 -0.98 -0.2753
C -1.73 -5.94 -2.40 -0.0372
C -1.40 -0.45 -1.04 -0.2866
C 4.39 2.45 -5.89 -0.2700
C -10.62 1.85 -3.64 -0.2716
C -2.40 5.78 0.60 -0.2811
C 6.87 -1.93 0.34 -0.0993
C -5.73 1.27 -0.66 -0.0113
C -2.21 0.91 -1.57 -0.0162
C 0.14 -0.04 -0.67 -0.1655
C -2.44 -1.55 2.47 -0.1048
C 4.89 4.68 -4.48 -0.2654
C -5.60 -4.08 -6.03 -0.2575
C 5.26 0.96 0.18 -0.2017
C -2.31 2.22 -0.71 -0.1977
C 10.69 0.49 3.99 -0.2669
C -1.50 -1.69 1.12 -0.3686
C -2.82 -4.92 -1.73 -0.3133
C 9.45 2.75 3.23 -0.2612
C -4.70 2.46 -0.18 -0.2749
C 0.98 0.74 -1.82 -0.1504
C 2.51 1.19 -1.46 -0.1964
C 3.89 1.46 0.92 -0.1619
C 1.74 -2.84 10.11 -0.2676
C 0.10 -1.58 1.34 -0.1596
C 7.22 -0.32 0.25 -0.2533
C -1.53 -1.33 -2.46 -0.0622
C 1.71 -4.07 -0.20 -0.2381
C 0.50 -0.58 9.35 -0.2718
C 2.71 2.02 -0.07 -0.1793
H 3.36 2.58 -5.56 0.0522
H -1.89 -2.21 3.30 0.1340
H 8.75 3.28 2.58 0.0517
H -0.01 0.81 0.16 0.1421
H 4.98 -0.04 -0.41 0.1058
H 3.19 0.24 -1.60 0.0810
H -3.59 -5.68 -7.18 0.0601
H 0.20 -0.45 10.39 0.0551
H -5.22 -3.78 -7.01 0.0598
H 1.50 -0.18 9.19 0.0540
H -11.62 2.25 -3.46 0.0546
H -11.27 2.26 -0.89 0.0542
H 8.37 -0.17 0.51 0.0890
H -1.46 -3.36 -3.45 0.1226
H 3.83 4.67 -4.24 0.0555
H 10.87 -0.58 3.88 0.0518
H 0.78 -4.57 -0.69 0.0341
H -1.56 5.21 0.99 0.0389
H -0.96 -6.42 -1.63 0.1046
H -9.89 2.66 -3.66 0.0569
H 4.58 1.40 -6.10 0.0502
H 5.44 5.21 -3.69 0.0542
H -5.30 0.23 -0.37 0.1015
H 5.95 -2.09 -0.40 0.0563
H 3.49 0.59 1.59 0.0824
H -3.47 -2.13 2.26 0.1526
H -3.26 5.11 0.49 0.0246
H -1.75 1.16 -2.64 0.1664
H 2.15 -1.78 -2.99 0.0734
H -3.01 -6.68 -5.82 0.0455
H 9.16 2.88 4.27 0.0530
H -2.33 -6.87 -2.85 0.1119
H -10.61 1.34 -4.61 0.0513
H 4.57 3.04 -6.80 0.0561
H -0.10 -0.79 3.60 0.1119
H 2.67 -2.30 9.90 0.0581
H 1.40 -2.63 11.12 0.0550
H -3.77 8.11 -0.20 0.0553
H 2.98 3.15 -0.30 0.1321
H -6.40 -4.81 -6.14 0.0574
H 1.05 0.20 -2.87 0.1128
H -9.99 1.34 -0.06 0.0495
H -0.21 -0.05 8.70 0.0499
H -5.99 -3.20 -5.50 0.0544
H 0.63 0.48 2.35 0.1352
H 11.62 1.03 3.78 0.0585
H -4.95 7.08 0.67 0.0496
H 5.70 1.78 -0.57 0.1469
H 1.80 -4.21 0.96 0.0670
H -2.14 6.21 -0.37 0.0628
H 1.72 2.07 0.59 0.1094
H 2.67 -4.62 -0.66 0.0887
H -3.08 1.52 1.87 0.0509
H 1.67 -0.46 0.61 0.1110
H -0.64 -1.09 -3.22 0.1270
H 10.46 3.15 3.07 0.0589
H -4.72 -6.78 -6.32 0.0578
H 0.45 -2.66 1.73 0.1541
H -3.93 0.01 3.20 0.1427
H -5.92 1.36 -1.84 0.1108
H -0.74 -3.41 -1.72 0.0843
H 6.50 -2.29 1.39 0.0816
H 10.36 0.70 5.00 0.0527
H 2.85 1.93 -2.34 0.1164
H -6.78 1.52 -0.17 0.1078
H -2.33 -0.07 4.19 0.1209
H -2.51 -1.03 -3.09 0.1495
H -0.95 -3.66 0.42 0.0403
H 0.40 1.75 -2.05 0.1417
H -1.97 -3.70 1.72 0.0955
H -9.55 2.67 -1.17 0.0543
H 5.05 5.19 -5.43 0.0565
H 7.74 -2.61 -0.12 0.0925
H -4.54 8.69 1.31 0.0493
H -1.42 1.01 1.80 0.0261
H 1.91 -3.91 10.00 0.0525
H 7.11 0.09 -0.86 0.1299
H -3.31 0.52 -1.81 0.1467
H 4.16 2.35 1.67 0.1374
H -1.11 -5.51 -3.29 0.0824
```

Entry 2:
The following is a DFT calculation (the ωB97M-V functional and the def2-TZVPD basis) of C19H18BF4N2O4Pt as an isolated structure.

Computed properties:
M: 620.25 g/mol
charge: -1
lowest unoccupied orbital energy: 0.008 Eh
highest occupied orbital energy: -5.60 eV
gap between HOMO and LUMO: 0.214 Eh
energy relative to the best compared isomer or geometry (same formula, charge and spin): 35.4 kJ/mol

Geometry as XYZ:
```
49
Properties=species:S:1:pos:R:3:lowdin_charge:R:1
Pt 1.13 -2.30 0.76 1.2844
F 2.70 -6.20 1.72 0.1673
F 1.39 -5.39 0.00 0.1091
F 1.99 -4.00 1.76 -0.0706
F 0.47 -5.71 2.08 0.1223
O 4.10 0.37 1.59 0.0103
O -1.42 -1.27 2.14 -0.0526
O -3.39 -1.12 1.05 -0.0609
O 2.87 -1.31 0.86 -0.2315
N 1.47 -1.33 3.55 -0.0008
N -0.59 -3.40 0.54 -0.1048
C 2.49 -0.40 3.15 -0.2075
C 0.00 0.28 -0.50 -0.0267
C 0.56 2.59 -0.97 -0.1567
C 2.74 3.47 -0.42 -0.0518
C -3.90 0.78 -1.99 -0.0493
C -2.94 2.15 -3.72 -0.0843
C -2.26 -1.60 1.28 -0.7421
C -1.90 -2.75 0.32 -0.1484
C 0.09 3.89 -1.14 -0.0268
C -4.02 1.45 -3.20 -0.0808
C 1.90 2.39 -0.60 0.0113
C 3.20 -0.44 1.77 -0.6374
C 0.41 -0.77 0.03 -0.1116
C -2.70 0.81 -1.30 0.0084
C -1.74 2.19 -3.03 -0.0399
C 2.27 4.76 -0.61 -0.0764
C -0.34 1.44 -1.09 -0.0746
C 0.94 4.97 -0.96 -0.0788
C -1.61 1.51 -1.82 -0.1703
B 1.64 -5.41 1.37 -1.2117
H -3.03 2.67 -4.67 0.0991
H -2.63 0.29 -0.36 0.0917
H -0.39 -4.04 -0.23 0.0936
H 3.33 -0.46 3.86 0.1119
H -1.92 -2.36 -0.70 0.1102
H -0.65 -4.02 1.35 0.0953
H -2.69 -3.50 0.40 0.1195
H -0.95 4.06 -1.38 0.1133
H 0.56 -1.22 3.11 0.0212
H 2.93 5.60 -0.46 0.1016
H 2.25 1.38 -0.43 0.1129
H 0.56 5.98 -1.08 0.1009
H -4.96 1.43 -3.74 0.0994
H 3.77 3.30 -0.12 0.1124
H -4.72 0.21 -1.57 0.1132
H 2.11 0.62 3.24 0.1162
H 1.78 -2.29 3.57 0.0546
H -0.88 2.71 -3.45 0.1167
```

Entry 3:
The following is a DFT calculation (the ωB97M-V functional and the def2-TZVPD basis) of CHBr2F2OP as an isolated structure.

Computed properties:
M: 257.80 g/mol
charge: 0
lowest unoccupied orbital energy: -0.012 Eh
highest occupied orbital energy: -9.78 eV
gap between HOMO and LUMO: 0.348 Eh
energy relative to the best compared isomer or geometry (same formula, charge and spin): 289.2 kJ/mol

Geometry as XYZ:
```
8
Properties=species:S:1:pos:R:3:lowdin_charge:R:1
Br -2.47 -1.95 0.08 0.6104
Br -4.24 0.71 0.23 0.7270
P -0.71 0.65 -0.17 0.5965
F 0.30 1.49 -1.12 -0.2219
F -0.98 1.99 0.68 -0.1731
O -1.84 0.40 -1.24 -0.3247
C -2.52 -0.01 0.02 -1.3479
H 0.51 -0.25 0.13 0.1336
```

Entry 4:
The following is a DFT calculation (the ωB97M-V functional and the def2-TZVPD basis) of a 2-piece molecular cluster, C6H9F9OPSSi overall.

Computed properties:
M: 359.25 g/mol
charge: -1
lowest unoccupied orbital energy: 0.109 Eh
highest occupied orbital energy: -3.23 eV
gap between HOMO and LUMO: 0.228 Eh

Geometry as XYZ:
```
28
Properties=species:S:1:pos:R:3:lowdin_charge:R:1
S 3.40 -1.56 1.15 -0.0274
P 2.12 -0.08 1.27 0.1686
Si 0.63 -0.50 2.91 0.6262
F -3.01 -0.68 1.04 0.1488
F -2.72 -1.55 -1.62 0.1829
F -0.69 -0.71 -1.54 0.1902
F -1.84 -1.65 3.20 0.0421
F -2.44 0.58 -1.32 0.1851
F 0.17 -2.09 0.33 0.0870
F -1.77 -3.07 0.71 0.1438
F -1.07 0.36 0.86 0.0905
F -0.21 -3.11 2.86 0.0464
O 1.86 1.78 -1.24 -0.3845
C 1.37 1.66 -2.49 -0.5899
C -1.78 -0.74 0.46 -0.3345
C -1.92 -0.62 -1.07 -0.5544
C -0.69 -1.87 2.48 -0.5222
C -1.02 -1.97 0.98 -0.4086
C 0.49 2.85 -2.94 -0.1495
H -0.13 0.73 3.23 -0.0441
H 0.10 2.70 -3.96 0.0465
H 2.71 1.13 1.66 -0.0491
H -0.36 2.97 -2.26 0.0437
H 1.44 0.26 0.08 -0.0728
H 1.38 -0.91 4.11 -0.0475
H 1.08 3.78 -2.94 0.0469
H 2.15 1.54 -3.30 0.0764
H 0.73 0.75 -2.64 0.0595
```